{"formula": "C3H10N2O3", "method": "ωB97M-V/def2-TZVPD", "lumo_energy_ev": 0.80, "largest_force_ev_per_a": 2.23, "smiles": "C[C@H](N(C)O)N(O)O", "homo_ev": -9.40, "homo_lumo_gap_ev": 10.202, "total_energy_ev": -12391.1013, "species": ["C", "C", "N", "C", "O", "N", "O", "O", "H", "H", "H", "H", "H", "H", "H", "H", "H", "H"], "coordinates": [[-0.5953, -0.4514, -1.4617], [-0.5227, 0.3139, -0.1392], [0.9102, 0.6163, 0.3476], [1.8129, -0.5325, 0.2673], [1.4638, 1.5779, -0.5891], [-1.1874, -0.4179, 0.9483], [-1.0349, 0.3343, 2.1685], [-2.6398, -0.2955, 0.5562], [-1.6166, -0.4503, -1.8564], [-0.2835, -1.4947, -1.3446], [0.0468, 0.0118, -2.2178], [-0.9959, 1.2966, -0.2617], [1.4231, -1.3812, 0.8368], [2.0044, -0.8517, -0.7636], [2.7780, -0.2646, 0.7114], [1.5791, 2.3650, -0.0247], [-0.1892, 0.8090, 2.0284], [-2.9532, -1.1847, 0.7945]], "mulliken_charge": [-1.562, 0.523, -0.187, -0.897, -0.448, -0.124, -0.443, -0.441, 0.380, 0.373, 0.371, 0.358, 0.319, 0.329, 0.298, 0.328, 0.470, 0.354]}

=====

{"formula": "C7H26O7", "method": "ωB97M-V/def2-TZVPD", "lumo_energy_ev": -0.03, "largest_force_ev_per_a": 5.60, "smiles": "C=CCCCCCO.O.O.O.O.O.O", "homo_ev": -9.31, "homo_lumo_gap_ev": 9.283, "total_energy_ev": -22009.8967, "species": ["C", "C", "C", "C", "C", "C", "C", "O", "H", "H", "H", "H", "H", "H", "H", "H", "H", "H", "H", "H", "H", "H", "O", "H", "H", "O", "H", "H", "O", "H", "H", "O", "H", "H", "O", "H", "H", "O", "H", "H"], "coordinates": [[-0.4328, -2.8840, -2.4262], [0.5763, -2.3703, -1.7157], [0.3941, -2.0189, -0.2081], [0.7889, -0.5103, 0.0151], [1.9878, -0.0615, -0.7088], [2.2283, 1.4507, -0.5410], [1.0294, 2.4107, -0.8249], [1.4123, 3.1623, -2.0678], [-0.3185, -3.2654, -3.3783], [-1.4437, -2.9570, -2.1449], [1.5236, -1.9697, -2.2194], [1.3583, -2.5996, 0.1621], [-0.5301, -2.3220, 0.2864], [-0.1207, 0.1100, -0.1847], [0.7709, -0.3728, 1.0610], [1.8979, -0.2501, -1.8644], [2.8485, -0.5965, -0.1287], [2.4441, 1.5918, 0.5205], [3.0669, 1.7879, -1.0963], [0.9009, 3.2331, -0.0757], [0.0901, 2.0966, -1.0461], [0.6125, 3.0390, -2.6893], [-2.0342, 0.5206, 3.8368], [-1.1587, 0.6427, 3.4224], [-2.6042, 0.2883, 3.1680], [-2.4940, -0.9667, 1.7268], [-2.5264, -0.2012, 1.2056], [-3.1613, -1.6167, 1.6058], [-2.5791, 0.5013, -0.6693], [-1.9396, 1.2510, -0.8757], [-2.7496, 0.2823, -1.5638], [0.7136, 1.2832, 3.3776], [1.6558, 1.4173, 3.2676], [0.3238, 1.9892, 3.9200], [0.4213, -1.5119, 3.0189], [0.7554, -0.7356, 3.4580], [-0.2833, -1.3326, 2.5105], [-1.4538, 0.5225, -3.1067], [-0.7232, 1.1026, -3.2468], [-1.2475, -0.1403, -3.7804]], "mulliken_charge": [-1.186, -0.002, -0.597, 0.543, -0.062, -0.900, 0.364, -0.571, 0.372, 0.302, 0.346, 0.233, 0.369, -0.199, 0.002, 0.075, 0.130, 0.281, 0.540, 0.170, -0.299, 0.302, -0.633, 0.336, 0.371, -0.605, 0.409, 0.235, -0.653, 0.225, 0.275, -0.643, 0.288, 0.240, -0.633, 0.312, 0.290, -0.564, 0.239, 0.299]}

=====

{"formula": "C4H7NO2", "method": "ωB97M-V/def2-TZVPD", "lumo_energy_ev": 0.63, "largest_force_ev_per_a": 0.51, "homo_ev": -8.56, "homo_lumo_gap_ev": 9.186, "total_energy_ev": -9843.8798, "species": ["N", "C", "O", "C", "C", "C", "O", "H", "H", "H", "H", "H", "H", "H"], "coordinates": [[1.8803, 0.4111, 1.7665], [0.7387, 0.6457, 1.0665], [-0.0064, 1.5770, 1.3159], [0.4595, -0.3382, -0.0600], [-0.9993, -0.2717, -0.4541], [-1.9806, -0.6767, -2.6125], [-1.1686, -1.0398, -1.6683], [2.1630, 1.0942, 2.4528], [2.5325, -0.3069, 1.4988], [0.7467, -1.3586, 0.2178], [1.0643, -0.0563, -0.9315], [-1.6545, -0.7267, 0.2893], [-1.3081, 0.7647, -0.6210], [-2.4673, 0.2822, -2.2603]], "mulliken_charge": [-0.378, 0.577, -0.605, -0.575, -0.481, -0.215, -0.120, 0.250, 0.198, 0.303, 0.271, 0.220, 0.427, 0.126]}

=====

{"formula": "C2H3N3O", "method": "ωB97M-V/def2-TZVPD", "lumo_energy_ev": 0.79, "largest_force_ev_per_a": 5.29, "smiles": "Oc1nc[nH]n1", "homo_ev": -9.53, "homo_lumo_gap_ev": 10.325, "total_energy_ev": -8637.9069, "species": ["O", "C", "N", "C", "N", "N", "H", "H", "H"], "coordinates": [[1.4701, 0.9781, 0.7852], [0.2581, 0.5241, 0.2958], [0.2060, -0.7043, 0.7891], [-0.6720, -1.2823, -0.0477], [-0.9235, -0.4124, -1.1029], [-0.4267, 0.9788, -0.7923], [1.8208, 0.3633, 1.5358], [-1.3689, -2.1569, 0.2700], [-1.7203, -0.5168, -1.8332]], "mulliken_charge": [-0.520, 0.707, -0.544, -0.070, -0.028, -0.511, 0.398, 0.283, 0.284]}

=====

{"formula": "C4H12", "method": "ωB97M-V/def2-TZVPD", "lumo_energy_ev": 1.06, "largest_force_ev_per_a": 1.43, "smiles": "CC.CC", "homo_ev": -11.79, "homo_lumo_gap_ev": 12.852, "total_energy_ev": -4342.1665, "species": ["C", "C", "H", "H", "H", "H", "H", "H", "C", "C", "H", "H", "H", "H", "H", "H"], "coordinates": [[-0.7058, -2.9380, -0.2570], [-1.4432, -1.7200, 0.3425], [-1.2417, -3.0723, -1.2492], [0.3571, -2.8769, -0.4708], [-0.8493, -3.8602, 0.3451], [-2.4720, -2.0320, 0.2140], [-1.1693, -1.4728, 1.3824], [-1.3037, -0.8273, -0.2659], [1.2524, 1.9113, 0.6003], [0.9589, 2.7742, -0.6267], [0.9575, 2.4728, 1.4809], [0.6803, 0.9709, 0.4672], [2.3175, 1.6675, 0.6875], [1.4473, 2.3408, -1.4961], [1.3622, 3.7730, -0.4947], [-0.1483, 2.8891, -0.6595]], "mulliken_charge": [-0.791, -0.773, 0.228, 0.301, 0.249, 0.307, 0.273, 0.205, -0.547, -0.853, 0.273, 0.017, 0.280, 0.278, 0.304, 0.249]}

=====

{"formula": "C7H12O3", "method": "ωB97M-V/def2-TZVPD", "lumo_energy_ev": [0.53, -0.28], "largest_force_ev_per_a": 3.41, "homo_ev": [-7.49, -7.08], "homo_lumo_gap_ev": [8.011, 6.797], "total_energy_ev": -13590.9517, "species": ["C", "O", "C", "C", "C", "C", "C", "C", "O", "H", "H", "H", "H", "H", "H", "H", "H", "H", "H", "H", "O", "H"], "coordinates": [[1.9154, -1.4462, -0.9680], [0.8242, -0.8894, -1.4947], [-0.1150, -0.3125, -0.7223], [-1.1901, 0.4714, -1.4634], [-2.4435, -0.1750, -0.8425], [-2.6262, -1.6127, -1.3605], [-1.5109, -2.3691, -0.5938], [-0.9022, -1.2158, 0.2298], [-2.0272, -0.3903, 0.5152], [2.7833, -1.3433, -1.6173], [1.7243, -2.1714, -0.1708], [-1.1595, 1.5498, -1.2532], [-1.1350, 0.3282, -2.5511], [-3.3439, 0.4474, -0.8589], [-3.6216, -1.9875, -1.0926], [-2.5194, -1.6749, -2.4509], [-1.9133, -3.1460, 0.0679], [-0.7650, -2.8411, -1.2484], [-0.3997, -1.5066, 1.1598], [1.1663, 0.5575, 0.2474], [2.3589, 0.3453, 0.3374], [2.4341, -0.0505, 1.2101]], "mulliken_charge": [-0.255, -0.322, -0.049, -0.968, 0.031, -0.779, -0.639, 0.065, -0.535, 0.308, 0.278, 0.197, 0.305, 0.466, 0.290, 0.320, 0.361, 0.320, 0.429, 0.561, -0.697, 0.311]}

=====

{"formula": "CH4O2Tl", "method": "ωB97M-V/def2-TZVPD", "lumo_energy_ev": [-0.47, -0.48], "largest_force_ev_per_a": 1.31, "spin_multiplicity": 2, "homo_ev": [-6.93, -8.53], "homo_lumo_gap_ev": [6.456, 8.050], "total_energy_ev": -9883.9533, "s2": 0.75, "species": ["H", "O", "Tl", "O", "C", "H", "H", "H"], "coordinates": [[-2.1462, 0.1493, -0.8826], [-1.1171, -0.1737, 0.5620], [-1.0234, -0.6383, 2.7431], [0.0023, -0.7967, -0.0250], [0.8907, 0.1796, -0.5028], [1.6778, -0.3344, -1.0702], [0.3722, 0.8922, -1.1692], [1.3438, 0.7219, 0.3447]], "mulliken_charge": [-0.003, -0.519, 0.543, -0.221, -0.447, 0.216, 0.241, 0.189]}

=====

{"formula": "C18H20N7O3", "method": "ωB97M-V/def2-TZVPD", "lumo_energy_ev": -3.76, "largest_force_ev_per_a": 9.05, "homo_ev": -12.07, "total_charge": 1, "homo_lumo_gap_ev": 8.313, "total_energy_ev": -35545.6831, "species": ["C", "C", "C", "C", "C", "N", "C", "N", "N", "N", "C", "O", "N", "C", "C", "C", "C", "C", "N", "H", "H", "H", "H", "H", "H", "H", "H", "H", "H", "H", "H", "H", "H", "H", "C", "C", "C", "C", "C", "C", "N", "O", "O", "H", "H", "H", "H", "H"], "coordinates": [[3.1035, 1.8314, 0.9483], [2.7250, 3.2089, 0.1890], [1.6744, 4.1505, 0.9800], [1.7845, 3.9536, 2.6002], [0.1576, 4.0532, 0.4722], [-0.8207, 5.1612, 0.4357], [-2.1586, 4.7611, -0.0412], [-3.2733, 5.5169, -0.1579], [-1.9290, 3.3330, -0.2961], [-2.9064, 2.4561, -0.7504], [-2.8798, 2.3359, -2.0707], [-2.9272, 2.4623, -3.3194], [-0.6424, 2.9318, -0.0120], [-0.1662, 1.4981, -0.1492], [-0.4862, 0.5931, 1.0487], [-0.0332, -0.9056, 1.0285], [0.7106, -1.2348, -0.3074], [0.8683, -0.1404, -1.3822], [0.4772, 1.2422, -1.4054], [2.2349, 1.3333, 1.5088], [4.0358, 1.9977, 1.6261], [3.4571, 1.0880, 0.1205], [3.7165, 3.8193, 0.1126], [2.3278, 3.0458, -0.8781], [2.0122, 5.2509, 0.7910], [1.3489, 4.9139, 3.0633], [2.8974, 3.8599, 2.9317], [1.2293, 2.9942, 2.9363], [-3.7465, 5.9974, 0.6348], [-3.6732, 5.7031, -1.0947], [-1.0513, 1.0070, 1.9612], [-0.1902, -1.6703, 1.8657], [1.1346, -2.2902, -0.4837], [1.4007, -0.4834, -2.3613], [-1.8307, -6.6440, -2.1731], [-0.6765, -7.3301, -1.8034], [0.1224, -6.8457, -0.7718], [-0.2474, -5.6726, -0.1125], [-1.3988, -4.9771, -0.4840], [-2.1897, -5.4681, -1.5187], [0.5769, -5.1723, 0.9909], [1.5893, -5.7985, 1.2762], [0.2034, -4.1550, 1.5703], [-2.4546, -7.0285, -2.9751], [-0.4014, -8.2454, -2.3183], [1.0190, -7.3905, -0.4941], [-1.6922, -4.0613, 0.0195], [-3.0890, -4.9364, -1.8136]], "mulliken_charge": [-0.934, -0.590, 0.238, -1.105, 0.133, -0.654, 0.285, -0.345, 0.443, -0.992, 0.855, -0.373, 0.744, 0.233, -0.404, -0.317, -0.257, -0.301, -0.442, 0.174, 0.369, 0.261, 0.374, 0.333, 0.370, 0.386, 0.302, 0.240, 0.258, 0.256, 0.350, 0.443, 0.337, 0.334, -0.394, -0.443, -0.382, 0.030, -0.094, -0.487, 0.934, -0.571, -0.576, 0.377, 0.376, 0.445, 0.413, 0.371]}